ORCA calculation (ωB97M-V/def2-TZVPD) on 2 unconnected molecules or ions with the total composition C6H12NO4P in a non-equilibrium geometry.

Geometry as XYZ:
```
24
Properties=species:S:1:pos:R:3:forces:R:3:nbo_charge:R:1
O -0.283 -0.688 -3.055 -0.63 -0.25 -0.08 -0.433
H 1.298 0.046 1.250 0.60 -0.61 0.32 0.210
O -1.866 -1.284 -1.689 -0.62 -0.20 -0.59 -0.401
N -0.699 -1.117 -1.975 0.47 0.28 0.07 0.467
C 0.164 0.796 -0.449 -1.60 -3.66 0.28 -0.053
H 0.803 1.149 -1.207 0.54 0.39 -0.98 0.218
C -0.149 -2.108 0.224 -0.42 -0.13 -0.91 -0.694
C 0.302 -1.289 -0.946 -0.73 2.75 -0.15 -0.157
O -1.576 2.876 1.275 0.33 3.07 1.12 -0.725
H 0.281 -3.119 0.231 0.03 0.44 0.21 0.233
H -2.384 1.271 1.618 0.82 -0.84 -0.76 0.177
H 1.396 1.765 0.747 -1.15 -0.65 1.89 0.189
C 0.684 0.864 0.959 1.26 1.43 -1.93 -0.151
H -1.017 3.505 0.801 0.31 -0.59 -0.16 0.469
H 2.668 -1.813 -0.662 -0.82 0.53 -1.43 -0.046
C -1.308 1.218 -0.369 1.22 0.85 -0.51 -0.530
H -1.245 -2.169 0.198 0.33 -0.18 -0.10 0.259
H 1.719 -2.506 -2.475 0.12 -0.06 0.01 -0.013
O -0.445 0.912 1.799 2.46 0.01 0.63 -0.484
H -1.962 0.396 -0.647 -0.21 0.08 -0.21 0.273
P 1.892 -1.241 -1.863 1.40 -0.91 1.86 0.361
C -1.413 1.538 1.115 -4.59 -0.07 -0.34 0.363
H -1.554 2.166 -0.962 0.33 -1.60 0.57 0.241
H 0.056 -1.522 1.086 0.54 -0.09 1.20 0.229
```
Positions in Å, forces in eV/Å.

Values from the calculation:
Kohn-Sham gap in eV: 9.16
ΔE to the lowest compared entry with this formula, charge and spin in kJ/mol: 821.4
HOMO level in eV: -9.28
Net charge: 0